1.
Entry from OMol25: a molecular structure, C40H24N10OsSe at a distorted geometry (ωB97M-V with the def2-TZVPD basis set).

Properties
HOMO-LUMO gap (alpha / beta), eV: 4.510 / 4.593
Charge: +2
DFT total energy, eV: -124573.1938

Atoms and positions in Å:
Os -0.13530 -0.13610 -0.25260
C 3.64710 4.97470 -0.63190
C 3.45120 5.01810 0.74560
C 2.46420 4.25350 1.35640
C 1.70360 3.42720 0.54580
C 0.67930 2.45200 0.84960
N 0.11020 2.25610 2.01200
C -0.57920 1.19790 2.34950
C -1.31670 1.01490 3.57820
C -1.63130 1.88550 4.60650
C -2.35140 1.37410 5.68080
C -2.73520 0.03610 5.72400
C -2.43000 -0.84330 4.68810
C -1.71570 -0.34460 3.61020
C -1.20720 -0.94940 2.39300
N -1.23700 -2.22390 2.08470
C -0.89310 -2.74020 0.93020
N -0.68870 -2.01810 -0.22160
C -0.52080 -2.88550 -1.27470
N -0.48050 -2.52730 -2.53390
C -0.36340 -1.28840 -2.95250
N 0.11440 -0.25090 -2.18980
C 0.27580 0.86070 -2.98770
N 0.86470 1.96580 -2.60060
C 1.04020 2.32540 -1.35410
N 0.35410 1.77240 -0.29770
C 1.92090 3.36040 -0.85350
C 2.88430 4.15360 -1.45430
C -0.20640 0.55200 -4.31290
C -0.37300 1.32350 -5.45120
C -0.99290 0.73040 -6.54390
C -1.43530 -0.58980 -6.50330
C -1.24900 -1.38220 -5.37760
C -0.62920 -0.80040 -4.28500
C -0.51600 -4.23930 -0.76850
C -0.34550 -5.46510 -1.39010
C -0.41650 -6.60160 -0.59540
C -0.63070 -6.51690 0.77820
C -0.79370 -5.29170 1.41120
C -0.75040 -4.15010 0.62490
N -0.56870 0.01390 1.64940
H 4.41300 5.59260 -1.07120
H 4.07640 5.64970 1.35690
H 2.31280 4.27910 2.42440
H -1.32710 2.91950 4.55620
H -2.61350 2.02960 6.49680
H -3.27890 -0.32780 6.58320
H -2.74930 -1.87280 4.72630
H 3.05610 4.12150 -2.51800
H -0.05020 2.35140 -5.47020
H -1.15200 1.31310 -7.43790
H -1.94770 -1.00010 -7.35960
H -1.59560 -2.40270 -5.34150
H -0.17360 -5.52720 -2.45280
H -0.31750 -7.57290 -1.05230
H -0.67980 -7.42240 1.36350
H -0.95310 -5.21960 2.47480
C 3.06110 -0.83870 -3.25050
N 2.85460 -1.99460 -2.42150
C 2.79080 -2.02330 -1.07850
Se 2.73160 -0.59640 0.11110
N 2.77420 -3.30830 -0.66970
C 2.81770 -4.13880 -1.76310
C 2.82570 -5.52070 -1.88740
C 2.85580 -6.02450 -3.17340
C 2.87520 -5.18630 -4.29220
C 2.88100 -3.81120 -4.17540
C 2.85540 -3.29430 -2.88830
H 2.94720 0.06880 -2.65830
H 2.34790 -0.82570 -4.07510
H 4.07200 -0.86990 -3.66170
H 2.80120 -3.59620 0.29840
H 2.81320 -6.16250 -1.02060
H 2.85940 -7.09250 -3.32250
H 2.89230 -5.62250 -5.27650
H 2.89980 -3.17330 -5.04200

Force components x, y, z for each atom (eV/Å):
2.16 -0.43 0.44
0.05 0.19 0.38
0.08 0.07 -0.30
-0.44 -0.40 -0.17
0.84 0.53 -0.61
-0.51 -0.51 -0.45
0.02 0.22 0.37
0.59 -0.22 -0.33
-0.85 -0.58 0.75
0.24 -0.22 -0.57
-0.13 -0.29 0.18
0.07 0.43 0.11
0.33 0.01 -0.59
-0.36 0.93 0.94
0.74 0.22 -0.71
-0.14 -0.41 0.34
-0.09 0.90 -0.28
-0.27 -1.43 0.04
-0.19 0.83 0.18
-0.14 -0.26 -0.24
0.62 0.39 0.94
-0.42 -0.18 -1.65
0.38 -0.24 0.73
0.00 0.11 -0.37
-0.66 -0.59 0.43
0.52 1.52 -0.15
0.63 0.74 0.84
-0.46 -0.44 0.03
-0.70 -0.61 -1.03
0.22 -0.16 0.59
-0.17 -0.28 -0.20
0.07 0.38 -0.22
0.31 0.05 0.58
-0.15 0.76 -1.07
-0.04 -0.89 0.79
-0.19 0.54 0.06
-0.09 -0.10 0.26
0.04 -0.15 -0.21
-0.10 0.62 -0.12
0.36 -0.98 -0.61
-0.68 -0.20 1.26
0.12 0.06 -0.05
0.07 0.09 0.00
-0.05 0.03 0.09
0.02 0.10 0.09
-0.04 0.02 0.08
-0.07 0.00 0.02
0.03 -0.12 -0.01
-0.01 -0.01 -0.14
0.03 0.15 -0.05
-0.04 0.03 -0.08
0.00 -0.03 -0.10
-0.02 -0.12 -0.01
0.00 -0.02 -0.13
0.06 -0.13 -0.04
0.02 -0.08 0.03
-0.07 -0.03 0.13
0.20 0.57 -0.35
-0.12 -0.28 0.84
0.00 -0.07 0.14
-1.70 0.59 0.05
0.01 0.39 -0.10
0.09 -0.06 -0.95
0.07 0.13 -0.06
-0.03 -0.02 0.12
0.00 0.08 -0.05
-0.02 0.04 0.12
0.00 -0.96 0.28
0.03 -0.16 0.01
-0.02 -0.07 0.03
-0.06 0.02 0.00
-0.08 0.20 -0.05
-0.01 -0.10 0.06
0.03 -0.11 0.00
0.01 -0.10 -0.13
0.03 0.10 -0.17

Results of the Mulliken charge analysis, in e, for atoms 1 through 5: atom 1 (Os): 0.12, atom 2 (C): -0.62, atom 3 (C): -0.62, atom 4 (C): -0.31, atom 5 (C): 0.24



2.
Entry from OMol25: a molecular structure, C15H22InN4O4 at a distorted geometry (ωB97M-V with the def2-TZVPD basis set).

Properties
HOMO-LUMO gap, eV: 4.781
Charge: -1
DFT total energy, eV: -35231.1016

Atoms and positions in Å:
N -1.03115 -1.84332 3.55004
C -1.48778 -1.50884 2.14379
In -0.40292 0.22656 1.16915
C 1.21694 -0.37386 -0.29932
C 1.78978 0.95653 -1.08223
N 1.76090 0.83072 -2.60482
N 3.25842 1.27662 -0.73512
N 0.94117 2.16313 -0.71557
H -0.02472 -1.62096 3.71365
H -1.27621 -2.82081 3.83276
H -2.63050 -1.17557 2.23572
H -1.50801 -2.49847 1.47673
H -1.67252 1.15424 0.23440
H 0.30655 1.41654 2.32376
H 2.11011 -0.88088 0.27056
H 0.80550 -1.17360 -1.06227
H 0.90609 1.33442 -2.93215
H 1.77984 -0.16896 -2.90691
H 3.31487 1.90973 0.09330
H 3.77842 0.38297 -0.59351
H 1.23164 2.57825 0.21232
H 1.17898 2.91126 -1.41705
C 3.17171 -4.20168 -2.85068
C 3.59515 -2.97755 -2.52122
C 4.10881 -2.68277 -1.16901
O 4.49472 -1.56216 -0.86599
C 4.13791 -3.79287 -0.19606
C 3.71447 -5.01699 -0.52552
C 3.20081 -5.31177 -1.87773
O 2.81490 -6.43238 -2.18075
H 2.79136 -4.43462 -3.83776
H 3.58089 -2.15293 -3.22379
H 4.51826 -3.55993 0.79102
H 3.72873 -5.84162 0.17705
C -4.64318 2.74092 1.94473
C -4.62764 4.02054 2.33029
C -4.83284 5.11512 1.36127
O -4.81679 6.28669 1.71294
C -5.05734 4.74101 -0.04921
C -5.07288 3.46139 -0.43476
C -4.86768 2.36680 0.53426
O -4.88373 1.19523 0.18259
H -4.49365 1.92603 2.64248
H -4.46496 4.31119 3.36125
H -5.20687 5.55589 -0.74695
H -5.23556 3.17074 -1.46572

Force components x, y, z for each atom (eV/Å):
0.28 -0.36 -0.28
-1.59 -1.21 0.08
-0.60 0.23 -0.41
1.37 -0.50 -0.82
0.53 -0.26 0.58
-0.85 0.17 0.98
-1.00 -0.51 0.37
1.68 0.54 -0.84
-1.32 -0.65 -0.30
0.68 1.30 -0.38
2.26 -0.70 -0.31
0.08 1.97 1.12
0.12 -0.36 0.31
0.04 -0.29 0.02
-1.56 0.89 -1.10
0.78 1.55 1.27
0.82 -1.15 0.23
-0.50 1.35 0.55
-0.13 -1.22 -0.79
-0.59 1.27 0.13
-0.42 -1.02 -1.26
-0.18 -0.89 0.89
0.11 0.44 -0.07
-0.20 -0.30 -0.33
0.25 1.01 0.27
-0.08 -1.05 -0.25
-0.08 -0.47 0.11
0.20 0.33 0.29
-0.30 -0.71 -0.21
0.25 0.61 0.16
-0.01 -0.03 0.04
0.01 0.03 0.07
-0.03 0.05 -0.03
-0.03 0.01 -0.05
0.05 0.33 0.38
-0.02 -0.42 0.01
0.09 0.60 0.29
-0.06 -0.52 -0.20
-0.06 -0.36 -0.32
-0.02 0.53 -0.10
0.16 -1.28 -0.31
-0.23 1.04 0.27
0.06 -0.02 -0.09
0.02 0.02 -0.06
0.02 0.01 0.04
0.04 -0.04 0.05

Results of the Mulliken charge analysis, in e, for atoms 1 through 5: atom 1 (N): -0.57, atom 2 (C): -0.48, atom 3 (In): 0.50, atom 4 (C): -0.75, atom 5 (C): 0.92



3.
Entry from OMol25: 2 unconnected molecules or ions with the total composition C4H12OS2 at a distorted geometry (ωB97M-V with the def2-TZVPD basis set).

Properties
SMILES: CCSCSC.O
HOMO-LUMO gap, eV: 9.143
Relative energy (zero: lowest compared OMol25 entry of this formula, charge and spin), kJ/mol: 84.1
DFT total energy, eV: -28059.9940

Atoms and positions in Å:
S -1.27886 0.01841 1.29908
S -2.94191 2.28987 2.12776
C 0.00000 0.00000 0.00000
C -1.32753 1.67163 1.95045
C -4.95095 0.50946 2.85223
C -3.86313 1.39155 3.45114
H -0.11293 -0.86368 -0.67670
H 0.99755 -0.04796 0.46818
H -0.06440 0.92534 -0.59683
H -0.78247 1.62522 2.91284
H -0.71977 2.27400 1.24815
H -5.66475 0.19477 3.63202
H -4.49536 -0.39151 2.40805
H -5.50478 1.04819 2.06505
H -3.11922 0.82774 4.04626
H -4.28694 2.18028 4.10209
O -5.68833 3.23108 -0.26177
H -5.74253 3.45912 0.69391
H -4.72445 3.21769 -0.45930

Force components x, y, z for each atom (eV/Å):
-0.32 -1.88 -0.79
-1.54 1.42 -0.12
0.58 0.64 0.20
2.15 -0.56 0.58
-0.02 -0.32 0.00
0.74 0.11 0.15
-0.25 0.34 0.51
-0.34 -0.01 -0.32
-0.01 -0.39 0.14
-0.29 0.41 -0.39
-0.67 0.23 0.48
0.24 0.09 -0.26
-0.28 0.37 0.06
0.21 -0.25 0.31
-0.47 0.19 -0.22
0.27 -0.38 -0.37
0.80 0.25 0.72
0.19 -0.24 -1.05
-0.99 -0.04 0.36

Results of the Mulliken charge analysis, in e, for atoms 1 through 5: atom 1 (S): -0.06, atom 2 (S): -0.09, atom 3 (C): -0.85, atom 4 (C): -0.58, atom 5 (C): -0.82